i | 21
Properties=species:S:1:pos:R:3 method="wB97M-V/def2-TZVPD" smiles=CC(C)[C@@H](N)CN total_charge=0 e_homo_ev=-8.793
H -0.68 -1.01 1.02
H -2.66 0.98 0.38
C -0.78 0.62 -0.54
H 0.63 1.13 -2.13
H 1.94 -0.63 -0.24
H -1.64 0.34 -1.31
C -1.65 1.41 0.53
N -0.32 -1.60 -1.06
C 0.18 1.66 -1.29
H -1.51 2.50 0.54
H 1.42 0.62 0.78
H 0.81 2.28 -0.81
H 0.00 -2.55 -0.76
C 1.19 -0.33 0.61
H 0.17 -1.19 -1.84
H 0.59 -1.43 2.31
N 1.47 -1.12 1.78
C -0.17 -0.63 -0.02
H -0.61 2.21 -1.83
H -1.31 1.14 1.59
H 2.17 -1.79 1.58

***

ii | 21
Properties=species:S:1:pos:R:3 method="wB97M-V/def2-TZVPD" smiles=CC(C)NCCN total_charge=0 e_homo_ev=-8.403
H 1.99 2.17 0.20
H -0.49 2.15 -0.89
H 0.76 -1.90 -2.04
C -1.42 -1.34 0.57
H 1.08 0.38 1.92
H -1.88 -0.45 0.16
N -0.12 2.73 -0.15
H -0.45 0.84 1.35
H 0.18 3.56 -0.66
H -0.91 -1.26 -2.07
H -0.52 -2.98 -1.61
C -0.03 -1.47 -0.11
H -1.31 -1.27 1.64
N 0.64 -0.19 -0.11
H 0.60 -2.19 0.43
C 0.57 0.72 0.99
H 1.58 -0.23 -0.50
H 0.96 2.75 1.54
C -0.22 -1.93 -1.55
H -1.99 -2.22 0.28
C 0.98 2.15 0.63

***

Most stable structure: ii

***

i | 17
Properties=species:S:1:pos:R:3 method="wB97M-V/def2-TZVPD" total_charge=0 e_homo_ev=-9.209
H 2.44 1.73 -0.71
C -2.69 -0.58 -0.04
H 0.49 1.78 0.74
H -2.07 -1.09 -1.12
C 1.15 -1.45 -0.15
H 2.74 -0.10 -0.79
C 2.08 0.95 -0.17
H 1.39 -2.55 -0.58
O 2.08 -1.09 0.59
H -3.83 -0.14 -0.28
C -0.30 0.18 0.10
N -0.24 -1.03 -0.22
N 0.52 1.28 -0.25
H -2.60 -1.05 1.13
H -2.14 1.44 0.30
H 2.65 1.13 1.07
N -1.67 0.56 0.40

***

ii | 17
Properties=species:S:1:pos:R:3 method="wB97M-V/def2-TZVPD" smiles="[H]/N=C(/NC)C(=O)NC" total_charge=0 e_homo_ev=-8.917
H 0.07 0.25 -2.04
O 1.34 0.50 1.81
N 0.79 -1.87 -0.71
H 1.07 2.13 0.01
H -2.10 -0.84 2.32
C -1.71 -0.33 1.44
N 0.89 1.19 -0.33
C 0.66 1.12 -1.75
H 0.07 2.00 -2.05
H -1.09 0.52 1.77
C 0.27 -1.02 0.08
H 1.61 1.14 -2.29
H -2.54 0.06 0.87
H 1.74 -1.65 -1.01
C 1.10 0.22 0.65
N -0.94 -1.24 0.63
H -1.23 -2.21 0.61

***

iii | 17
Properties=species:S:1:pos:R:3 method="wB97M-V/def2-TZVPD" total_charge=0 e_homo_ev="-7.498 / -7.059"
C 1.50 -1.87 0.05
H -2.48 -0.43 1.61
H 2.66 1.62 0.93
N -0.58 0.83 -1.64
N 1.37 1.08 -0.36
H -0.20 1.71 -1.96
O 1.83 1.14 1.01
C -2.11 -0.05 0.66
C 0.74 -0.89 -0.37
H -2.32 -0.77 -0.13
H -0.51 0.14 -2.38
H 2.55 -1.90 -0.22
C 0.13 0.43 -0.47
H 1.09 -2.73 0.56
N -0.67 0.14 0.75
H -0.36 0.69 1.54
H -2.64 0.88 0.43

***

iv | 17
Properties=species:S:1:pos:R:3 method="wB97M-V/def2-TZVPD" total_charge=0 e_homo_ev=-6.982
H 2.65 1.99 0.09
H -0.71 -0.45 1.37
O 0.10 -0.66 -0.94
H 2.04 -0.20 -0.35
H 0.55 -1.67 1.45
C 1.06 -0.04 0.12
N -1.98 -0.94 -1.74
H -2.63 -0.18 0.60
H -1.51 -1.25 -2.58
H 1.78 -0.58 2.03
N 0.67 1.36 0.07
C 1.58 2.23 0.08
H 1.30 3.27 0.11
C -1.19 -0.59 -0.69
H -2.91 -1.26 -1.58
N -1.65 -0.39 0.51
C 0.85 -0.63 1.46

***

Most stable structure: ii

***

i | 17
Properties=species:S:1:pos:R:3 method="wB97M-V/def2-TZVPD" smiles="C=C(N)/N=C(/O)NC" total_charge=0 e_homo_ev=-7.674
H 0.27 -2.08 -1.04
O -1.83 0.27 1.91
H -0.97 1.77 -1.57
H 0.14 1.12 2.17
N -0.52 1.00 -2.06
C -0.95 0.13 0.91
H 2.02 -0.02 0.36
H 2.10 0.14 2.11
N 0.26 0.66 1.27
H 0.33 1.17 -2.58
H 0.80 -1.20 -2.58
H -2.68 -0.04 1.55
C -0.47 -0.12 -1.27
H 1.22 -1.22 1.41
C 1.45 -0.16 1.28
N -1.41 -0.23 -0.22
C 0.25 -1.19 -1.64

***

ii | 17
Properties=species:S:1:pos:R:3 method="wB97M-V/def2-TZVPD" total_charge=0 e_homo_ev=-8.219
O 0.80 1.53 1.04
H -1.83 -0.74 1.26
H 2.75 -0.76 -0.44
H -0.13 -1.17 1.55
C -0.96 -1.27 0.86
C -0.66 -0.72 -0.52
H -2.49 -1.24 -1.26
H 0.45 3.06 -0.07
N -0.18 2.42 0.41
C 2.40 0.00 0.26
H 3.09 0.36 1.01
C 1.17 0.50 0.16
H -0.55 1.82 -0.34
N -1.52 -1.07 -1.52
N 0.31 0.09 -0.83
H -1.42 -0.48 -2.35
H -1.21 -2.33 0.77

***

Most stable structure: i